1.
Density functional theory data (ωB97M-V/def2-TZVPD) for a structure of composition C20H40ClLi.

Calculated values
orbital gap	1.6	eV
HOMO energy	-3.79	eV
total energy	-1253.47217	hartree
LUMO level	-2.18	eV

The geometry in ORCA input format:
```
! wB97M-V def2-TZVPD RIJCOSX def2/J DEFGRID3
* xyz 0 1
C -2.15 -2.68 3.20
C -3.15 -3.48 2.44
C -2.98 -3.42 0.93
C -2.34 -2.16 0.41
C -2.79 -1.87 -0.99
C -2.73 -0.42 -1.35
C -2.98 -0.25 -2.81
C -1.77 0.07 -3.67
C -0.49 -0.60 -3.29
C 0.64 0.16 -3.96
C 1.43 1.09 -3.06
C 0.60 1.91 -2.13
C 1.25 3.19 -1.70
C 2.43 3.09 -0.74
C 2.60 1.83 0.03
C 3.45 2.17 1.28
C 2.65 2.37 2.52
C 2.05 1.09 3.02
C 2.69 0.59 4.30
C 3.78 -0.42 3.96
Cl 5.32 -0.02 4.77
H -2.07 -3.03 4.18
H -2.44 -1.67 3.27
H -1.19 -2.71 2.77
H -3.05 -4.48 2.72
H -4.12 -3.13 2.71
H -3.95 -3.56 0.51
H -2.40 -4.26 0.67
H -2.67 -1.35 1.03
H -1.30 -2.24 0.42
H -2.31 -2.47 -1.71
H -3.84 -2.11 -1.00
H -3.51 0.06 -0.80
H -1.85 0.03 -1.01
H -3.63 0.57 -2.91
H -3.52 -1.06 -3.21
H -2.01 -0.29 -4.63
H -1.69 1.11 -3.75
H -0.46 -1.59 -3.61
H -0.29 -0.59 -2.25
H 0.22 0.79 -4.70
H 1.31 -0.50 -4.45
H 2.20 0.57 -2.57
H 1.91 1.76 -3.72
H -0.30 2.18 -2.61
H 0.30 1.30 -1.32
H 1.51 3.69 -2.58
H 0.49 3.76 -1.25
H 3.29 3.33 -1.29
H 2.32 3.86 -0.03
H 1.69 1.42 0.38
H 3.15 1.12 -0.54
H 4.15 1.40 1.44
H 3.91 3.09 1.08
H 1.84 3.02 2.28
H 2.11 0.30 2.29
H 1.03 1.27 3.23
H 1.97 0.09 4.88
H 3.13 1.35 4.87
H 3.95 -0.41 2.93
H 3.47 -1.38 4.23
Li -4.82 -1.49 0.91
*
```


2.
Density functional theory data (ωB97M-V/def2-TZVPD) for a cluster of 2 separate species, C18H40N2O2P in total.

Calculated values
orbital gap	5.5	eV
HOMO energy	-2.49	eV
total energy	-1311.16769	hartree
LUMO level	2.99	eV

The geometry in ORCA input format:
```
! wB97M-V def2-TZVPD RIJCOSX def2/J DEFGRID3
* xyz -1 1
C -1.54 -1.15 2.97
O -1.71 0.17 2.52
C -1.02 1.13 3.28
C 0.48 1.17 2.98
C 0.89 2.43 2.20
C 2.33 2.44 1.63
C 3.31 1.47 2.29
C 4.76 1.63 1.81
C 5.04 1.04 0.42
C 4.41 -0.34 0.18
C 3.26 -0.25 -0.82
C 2.29 -1.43 -0.78
C 0.95 -1.07 -1.42
C 0.20 -0.01 -0.61
N -1.22 0.01 -0.96
P -1.95 1.31 -0.26
C -3.61 0.65 0.28
C -2.52 2.34 -1.72
H -1.56 -1.82 2.11
H -2.34 -1.44 3.65
H -0.57 -1.29 3.47
H -1.48 2.09 3.04
H -1.17 0.92 4.34
H 1.06 1.11 3.90
H 0.71 0.30 2.35
H 0.19 2.52 1.37
H 0.74 3.31 2.83
H 2.24 2.18 0.57
H 2.73 3.45 1.68
H 3.30 1.63 3.37
H 2.98 0.45 2.13
H 5.44 1.20 2.55
H 4.98 2.70 1.77
H 6.12 0.98 0.28
H 4.68 1.74 -0.34
H 5.17 -1.02 -0.21
H 4.06 -0.78 1.11
H 3.67 -0.13 -1.82
H 2.69 0.65 -0.60
H 2.74 -2.30 -1.27
H 2.11 -1.68 0.27
H 1.11 -0.68 -2.43
H 0.32 -1.96 -1.48
H 0.35 -0.24 0.47
H 0.68 0.96 -0.81
H -3.45 -0.41 0.49
H -4.37 0.74 -0.50
H -3.94 1.16 1.18
H -2.88 3.32 -1.40
H -3.30 1.84 -2.30
H -1.63 2.45 -2.35
C -3.39 -1.64 -2.55
C -4.64 -2.07 -3.27
O -5.70 -1.45 -3.23
N -4.57 -3.22 -4.00
C -3.43 -4.09 -4.17
H -3.56 -0.72 -2.01
H -3.07 -2.39 -1.83
H -2.57 -1.46 -3.25
H -5.43 -3.47 -4.46
H -3.15 -4.17 -5.23
H -3.64 -5.10 -3.80
H -2.58 -3.70 -3.62
*
```


3.
Density functional theory data (ωB97M-V/def2-TZVPD) for the molecule C4H10N2O.

Calculated values
orbital gap	9.3	eV
HOMO energy	-8.44	eV
total energy	-343.08357	hartree
SMILES string	C[C@H](C=O)NCN
LUMO level	0.84	eV
relative energy (zero: lowest compared OMol25 entry of this formula, charge and spin)	74.0	kcal/mol

The geometry in ORCA input format:
```
! wB97M-V def2-TZVPD RIJCOSX def2/J DEFGRID3
* xyz 0 1
C 0.27 -2.05 1.01
C 0.66 -0.64 0.59
C 1.19 0.24 1.77
O 1.69 -0.11 2.79
N -0.35 0.10 -0.20
C -0.42 1.30 -1.13
N -1.75 1.47 -1.66
H -0.72 -2.04 1.51
H 1.08 -2.48 1.66
H 0.09 -2.64 0.07
H 1.50 -0.71 -0.08
H 1.17 1.34 1.28
H -0.88 -0.62 -0.67
H -0.17 2.25 -0.59
H 0.44 1.03 -1.96
H -1.91 1.03 -2.57
H -1.90 2.51 -1.83
*
```